Entry 1:
Density functional theory data (ωB97M-V/def2-TZVPD) for a cluster of 2 separate species, C3H8 in total.

**Net charge**: 0
**Energy above the lowest of the compared OMol25 structures with the same formula, charge and spin**: 43.13 kcal/mol
**E_LUMO**: 0.0514 Eh
**Structure (SMILES)**: [H][H].C=CC
**2S+1**: 1
**E_tot**: -119.02674 Ha

Positions of all 11 atoms, in Å:
C  -0.765  0.478  0.822
C  0.050  0.617  -0.426
C  1.269  0.114  -0.577
H  -1.848  0.410  0.651
H  -0.453  -0.350  1.473
H  -0.732  -1.941  -0.204
H  -0.562  1.411  1.349
H  -0.389  1.244  -1.200
H  -0.142  -1.767  -0.619
H  1.703  -0.529  0.189
H  1.868  0.313  -1.458

---

Entry 2:
Density functional theory data (ωB97M-V/def2-TZVPD) for the molecule C19H27NO3 in a non-equilibrium geometry.

**Net charge**: 0
**Energy above the lowest of the compared OMol25 structures with the same formula, charge and spin**: 81.21 kcal/mol
**E_LUMO**: 0.0242 Eh
**Structure (SMILES)**: CO[C@@H](c1ccccc1)[C@@H](C)/C=C(C)/C=C/[C@H](N)[C@H](C)C(=O)O
**2S+1**: 1
**E_tot**: -1020.61962 Ha

Positions of all 50 atoms, in Å:
O  5.917  -1.235  2.703
O  4.994  0.706  3.367
O  -0.628  1.332  -2.809
C  4.932  -0.640  3.090
C  1.033  -0.504  1.006
C  0.538  0.613  0.214
C  2.391  -0.748  1.256
C  -0.816  0.893  0.226
C  -4.230  -2.066  -2.497
C  -2.866  -2.124  -2.143
C  -4.801  -0.811  -2.710
C  -2.145  -0.942  -1.949
C  -4.066  0.377  -2.503
C  -2.698  0.328  -2.123
N  1.959  -2.882  2.459
C  -0.810  1.449  -4.230
C  1.531  1.512  -0.523
C  2.721  -0.731  4.341
C  -2.908  2.305  0.093
C  -1.842  1.573  -2.060
C  3.652  -1.429  3.325
C  2.973  -1.886  2.071
C  -1.559  1.936  -0.573
H  5.881  0.927  3.036
H  0.289  -1.200  1.463
H  3.145  -0.081  0.830
H  -1.379  0.148  0.811
H  -4.853  -2.962  -2.636
H  -2.342  -3.073  -1.992
H  -5.854  -0.761  -2.983
H  -1.142  -1.094  -1.679
H  -4.583  1.309  -2.684
H  1.317  -2.475  3.164
H  1.460  -3.226  1.652
H  -1.705  0.887  -4.580
H  -0.899  2.500  -4.474
H  0.052  1.023  -4.743
H  2.122  0.898  -1.205
H  1.057  2.316  -1.080
H  2.191  1.873  0.263
H  3.276  -0.370  5.200
H  1.941  -1.407  4.701
H  2.193  0.075  3.872
H  -3.577  1.445  0.032
H  -2.822  2.559  1.160
H  -3.402  3.199  -0.345
H  -2.396  2.349  -2.553
H  4.012  -2.351  3.826
H  3.715  -2.406  1.464
H  -0.967  2.872  -0.548

---

Entry 3:
Density functional theory data (ωB97M-V/def2-TZVPD) for a cluster of 2 separate species, C3H9NO2 in total in a non-equilibrium geometry.

**Net charge**: 0
**Energy above the lowest of the compared OMol25 structures with the same formula, charge and spin**: 25.14 kcal/mol
**E_LUMO**: 0.0292 Eh
**Structure (SMILES)**: CCC(N)=O.O
**2S+1**: 1
**E_tot**: -324.93256 Ha

Positions of all 15 atoms, in Å:
C  -0.351  1.284  -1.399
C  -0.112  1.537  0.218
C  0.176  0.181  0.983
N  -0.387  0.145  2.187
O  0.669  -0.818  0.504
H  -0.939  0.432  -1.587
H  -1.068  2.058  -1.804
H  0.574  1.268  -1.924
H  -1.029  1.769  0.722
H  0.522  2.397  0.402
H  -1.157  0.847  2.352
H  -0.339  -0.733  2.704
H  0.658  -2.776  -2.142
H  0.036  -1.960  -1.035
O  0.228  -1.973  -1.980

---

Entry 4:
Density functional theory data (ωB97M-V/def2-TZVPD) for a structure of composition C23H59AlBBrNO7 in a non-equilibrium geometry.

**Net charge**: -1
**E_LUMO**: 0.0877 Eh
**2S+1**: 1
**E_tot**: -4334.54403 Ha

Positions of all 93 atoms, in Å:
C  -1.290  -1.938  3.809
O  -1.699  -0.817  3.071
C  -2.708  -1.146  2.089
Al  -1.971  -1.511  0.191
Br  0.429  -1.719  0.226
C  -2.683  -0.017  -1.000
C  -1.637  1.057  -1.417
C  -0.932  1.745  -0.233
C  0.061  2.821  -0.805
C  1.528  2.391  -0.516
N  2.159  1.639  -1.615
B  -2.702  -3.356  -0.552
O  -3.528  -4.245  0.211
O  -2.309  -3.717  -1.889
H  -2.073  -2.712  3.874
H  -1.037  -1.648  4.839
H  -0.421  -2.390  3.298
H  -3.403  -0.283  2.062
H  -3.328  -2.023  2.370
H  -3.077  -0.492  -1.917
H  -3.520  0.465  -0.464
H  -0.932  0.620  -2.138
H  -2.178  1.858  -1.963
H  -1.623  2.221  0.473
H  -0.316  1.042  0.337
H  -0.093  3.803  -0.330
H  -0.101  2.989  -1.881
H  2.163  3.270  -0.300
H  1.599  1.759  0.380
H  1.629  1.724  -2.467
H  2.246  0.668  -1.368
H  -3.053  -5.072  0.279
H  -1.355  -3.645  -1.854
C  -8.766  -5.426  1.670
C  -9.298  -4.113  1.120
O  -8.592  -2.981  1.582
C  -7.214  -2.929  1.231
C  -6.970  -2.885  -0.266
H  -8.687  -5.382  2.757
H  -9.429  -6.249  1.396
H  -7.773  -5.652  1.277
H  -10.329  -3.978  1.454
H  -9.322  -4.129  0.025
H  -6.671  -3.761  1.689
H  -6.824  -2.016  1.682
H  -7.247  -3.826  -0.746
H  -5.915  -2.706  -0.474
H  -7.562  -2.093  -0.731
C  1.314  8.229  -2.180
C  1.235  7.653  -0.777
O  1.877  6.401  -0.644
C  3.269  6.380  -0.897
C  4.075  7.251  0.051
H  0.983  7.494  -2.916
H  0.687  9.118  -2.262
H  2.335  8.517  -2.440
H  0.188  7.478  -0.524
H  1.622  8.363  -0.039
H  3.473  6.643  -1.941
H  3.577  5.342  -0.771
H  3.879  8.313  -0.112
H  5.143  7.082  -0.095
H  3.822  7.025  1.088
C  8.852  4.085  1.416
C  7.897  5.193  1.825
O  6.706  5.224  1.063
C  5.882  4.070  1.145
C  5.361  3.794  2.544
H  9.030  4.109  0.340
H  9.805  4.194  1.936
H  8.451  3.100  1.660
H  8.380  6.158  1.660
H  7.666  5.138  2.894
H  6.405  3.197  0.742
H  5.037  4.259  0.483
H  6.163  3.493  3.221
H  4.625  2.989  2.522
H  4.894  4.687  2.963
C  -0.628  -8.309  -1.659
C  -0.276  -6.919  -2.162
O  0.747  -6.291  -1.411
C  2.003  -6.938  -1.407
C  2.634  -7.047  -2.785
H  -0.828  -8.289  -0.586
H  -1.510  -8.687  -2.177
H  0.187  -9.017  -1.827
H  -1.152  -6.275  -2.069
H  -0.015  -6.941  -3.226
H  1.926  -7.923  -0.933
H  2.648  -6.333  -0.768
H  2.078  -7.731  -3.430
H  3.657  -7.421  -2.706
H  2.651  -6.073  -3.276

---

Entry 5:
Density functional theory data (ωB97M-V/def2-TZVPD) for a cluster of 2 separate species, C5H7OP3 in total in a non-equilibrium geometry.

**Net charge**: 0
**Energy above the lowest of the compared OMol25 structures with the same formula, charge and spin**: 8.14 kcal/mol
**E_LUMO**: -0.0234 Eh
**Structure (SMILES)**: c1pcpcp1.CC=O
**2S+1**: 1
**E_tot**: -1293.90518 Ha

Positions of all 16 atoms, in Å:
C  -1.960  1.355  0.511
C  -1.492  0.079  -1.948
C  -2.253  -1.361  0.331
C  2.766  0.447  0.093
C  1.957  -0.581  0.839
O  1.134  -1.315  0.340
P  -1.461  1.671  -1.190
P  -1.586  -1.573  -1.240
P  -2.465  0.029  1.404
H  -1.881  2.194  1.128
H  -1.611  -0.066  -3.020
H  3.439  1.120  0.833
H  2.087  1.056  -0.540
H  3.475  -0.165  -0.362
H  2.245  -0.548  1.884
H  -2.396  -2.341  0.936

---

Entry 6:
Density functional theory data (ωB97M-V/def2-TZVPD) for the molecule C4H5ClN2 in a non-equilibrium geometry.

**Net charge**: 0
**Energy above the lowest of the compared OMol25 structures with the same formula, charge and spin**: 129.20 kcal/mol
**E_LUMO (spin up / spin down)**: -0.0593 / -0.0152 Eh
**2S+1**: 1
**E_tot**: -724.92972 Ha

Positions of all 12 atoms, in Å:
C  -1.277  -0.697  0.125
C  -1.598  -2.059  0.217
C  -0.645  -0.272  -1.165
C  0.817  -0.309  -0.762
N  -0.901  0.200  -2.296
N  -1.132  -2.835  -0.794
Cl  -1.298  -4.525  -0.428
H  -1.433  -0.093  0.966
H  -2.036  -2.407  1.200
H  0.951  -1.327  -0.636
H  1.365  0.312  -1.446
H  1.001  0.218  0.247